91
Properties=species:S:1:pos:R:3 method="wB97M-V/def2-TZVPD" orbital_gap_ha="0.233 / 0.292" multiplicity=4 charge=0
H -2.14 -0.08 0.86
C 0.90 0.47 -5.78
O -0.31 0.99 -5.19
C -0.81 2.91 -6.64
C 3.99 -2.42 -1.04
Si 2.38 -3.06 -0.37
C 1.51 -4.13 -1.63
C 2.10 1.26 -5.31
H -2.61 -3.69 -2.86
H 0.20 2.90 -7.07
H 0.55 -4.51 -1.25
H -3.52 0.10 -4.19
H -4.27 -2.88 3.25
H 2.80 -3.25 2.10
C -2.23 -1.09 0.40
C -1.82 -3.10 -2.38
H -3.13 -1.06 -0.25
H -4.08 3.31 -1.65
H -4.57 -1.37 2.35
H -0.05 -3.24 2.07
H -2.10 -2.98 -1.32
C -2.99 3.36 -1.79
C 1.55 -0.61 0.76
H -1.90 -4.54 0.48
H -4.00 -1.59 -4.43
H -4.05 -0.87 -2.80
H 0.22 2.28 -2.45
H -1.34 0.85 -7.00
H -1.76 1.63 1.88
C -0.27 3.22 -2.77
H 3.85 -2.01 -2.05
H 0.84 0.50 -6.88
H 0.33 -0.31 -2.46
Si -2.39 -2.42 1.72
H 0.99 -0.58 -5.47
C 2.58 -3.94 1.27
C 0.34 1.21 1.56
C -2.80 -4.07 0.93
H -0.90 -3.68 -2.45
H 1.07 2.12 3.35
H -0.05 -2.65 -4.89
Si -1.74 -1.53 -3.43
C -1.23 1.55 -6.16
H 1.56 4.35 -2.98
O -1.35 2.88 -3.64
H -1.50 3.23 -7.44
H -3.17 -4.74 1.72
N 1.31 -1.65 -0.12
H -2.52 2.84 -0.96
H 3.14 0.68 3.45
H -1.22 0.44 -1.80
H 1.35 -3.60 -2.57
C 2.58 -0.45 1.69
C 1.26 1.36 2.59
H -3.33 3.05 -3.90
H 3.42 -4.64 1.20
H -2.81 1.61 -3.03
H -0.72 0.72 -3.51
H -0.69 3.05 1.91
H -2.71 4.42 -1.78
H 1.68 -4.52 1.54
C -1.05 -2.21 -5.05
H -0.86 3.64 -5.83
H -0.98 -1.46 -5.84
H -0.61 3.74 -1.86
H 2.13 1.36 -4.22
H -0.31 -1.72 2.98
C -2.66 2.69 -3.11
H -2.19 1.61 -5.63
C -0.87 2.08 1.41
C 2.40 0.55 2.66
C -0.74 -0.10 -2.64
V -0.46 -1.04 -0.67
H 4.71 -3.25 -1.10
H 4.44 -1.63 -0.41
H -1.71 -3.01 -5.40
C -3.80 -1.96 2.88
H -3.57 -3.99 0.15
C -3.48 -0.90 -3.74
H -1.00 -3.25 3.58
C -0.78 -2.67 2.67
H -1.10 2.29 0.36
H 0.97 3.56 -4.48
H -3.44 -1.37 3.74
C 0.67 4.09 -3.57
H 3.42 -1.13 1.69
H 2.14 -5.01 -1.85
H 2.11 2.26 -5.76
N 0.49 0.23 0.63
H 0.16 5.02 -3.85
H 3.02 0.76 -5.63

108
Properties=species:S:1:pos:R:3 method="wB97M-V/def2-TZVPD" orbital_gap_ha=0.175 charge=-1
C -5.77 -3.76 -2.08
H -1.85 0.90 0.46
H 8.32 -3.50 -0.41
P 0.42 7.90 -0.49
H -0.65 1.56 -1.71
H -0.73 -1.30 -3.90
H -5.11 -6.62 -0.02
C -2.92 -2.06 5.17
C -4.88 -0.61 -4.20
O 0.40 7.47 -2.07
C 3.02 7.96 -1.10
H -1.22 3.39 5.63
H -1.61 3.01 -0.04
C -1.68 6.41 -0.19
H -3.73 1.79 6.63
H -3.57 -5.85 -3.14
H -4.02 -2.45 -2.12
C -4.87 -2.70 -2.75
O 7.43 -2.53 3.07
H 9.28 -1.59 3.16
C -3.69 0.74 6.31
H 6.42 -5.35 5.50
H 6.74 -3.62 5.39
H 1.44 5.68 -1.68
H 1.45 6.25 -3.36
H -2.15 2.70 -3.94
O 3.47 -2.32 -1.92
H -2.49 2.97 4.46
C 2.93 -1.06 -2.04
H -3.52 1.37 0.57
P -2.06 0.31 4.26
O -2.44 0.10 -4.78
H 2.94 -3.44 1.20
C -4.30 -5.53 -1.30
H -5.68 -0.72 -2.23
O -3.47 1.44 -3.17
H -0.69 1.30 -4.84
C 0.91 -0.06 -3.19
C -5.61 -1.40 -3.09
H -2.22 6.96 0.57
C 3.78 -2.64 -0.55
H -1.96 6.77 -1.18
H -2.90 0.45 -0.87
H 0.99 -0.78 -1.13
H -5.56 0.09 -4.70
C -2.26 2.53 -0.78
C 6.93 -4.58 4.93
H 1.11 0.99 -2.96
H -4.67 -3.80 -0.36
C -1.40 2.30 -2.01
H -2.88 0.25 6.85
B -3.48 0.05 -3.71
H -2.74 -3.10 4.92
H -0.78 2.99 3.95
C 8.65 -2.25 3.77
O -2.44 -1.27 4.07
C 8.73 -3.01 0.47
H -4.62 -1.36 -4.96
H 9.22 -3.15 3.99
O 6.40 -4.60 3.59
O 1.87 8.65 -0.58
H -4.63 0.26 6.58
H -0.85 3.22 -2.24
H 3.06 6.93 -0.77
N -3.31 -5.34 -2.31
C 2.56 -3.02 0.27
H 3.91 8.47 -0.72
H -6.06 -4.48 -2.85
N -5.17 -4.47 -0.94
C -1.35 0.75 -4.16
O -1.90 0.76 2.87
H -2.44 -5.76 -1.99
H 4.35 -1.85 -0.06
H -6.68 -3.28 -1.72
C 1.43 -1.00 -2.10
H 8.20 -2.09 0.66
H -2.41 -1.83 6.10
H 8.00 -4.80 4.94
N -4.37 -6.66 -0.72
C -0.59 -0.34 -3.40
H 1.09 -2.00 -2.37
C 0.84 6.16 -2.46
H 3.03 8.01 -2.18
O 6.22 -3.95 1.27
O 3.64 -0.11 -2.13
H 4.45 -3.49 -0.59
H 1.94 -3.76 -0.24
C -1.46 2.77 4.77
H -6.63 -1.63 -3.40
C -2.14 1.81 -3.28
H -3.11 -0.63 -2.73
H -1.92 5.36 -0.11
H -1.02 -0.48 -2.41
O 8.68 -3.89 1.60
O -3.54 0.67 4.89
O -0.26 6.53 0.02
C -2.71 1.22 -0.13
H 8.41 -1.75 4.70
P 7.23 -3.98 2.33
O -1.31 1.41 5.19
H -3.99 -1.91 5.29
H -0.02 5.53 -2.67
H 1.41 -0.31 -4.13
H -4.46 -3.09 -3.67
H 1.98 -2.15 0.57
Cl -3.62 3.69 -1.04
H 9.79 -2.80 0.29
O -0.50 9.01 -0.19

126
Properties=species:S:1:pos:R:3 method="wB97M-V/def2-TZVPD" orbital_gap_ha=0.311 charge=0
S 1.12 1.19 0.95
H 7.35 0.25 -6.46
C -5.41 -3.81 2.95
H -5.44 -9.12 3.00
O 2.80 -0.21 -1.76
O -2.49 -3.89 -0.02
N 5.29 -4.84 0.80
H 3.21 4.87 -0.74
C 7.68 0.64 -4.50
N 2.48 8.38 6.09
N -8.00 -2.22 -4.10
H 5.45 -5.83 0.75
O -8.55 -1.97 3.02
H -1.61 -3.83 0.37
H 11.75 3.73 -3.02
O 1.52 7.06 4.52
N -10.31 -2.99 2.00
C -2.28 1.32 0.40
N -6.35 -2.14 -2.49
H -1.40 -1.62 -1.02
C -4.86 -4.36 1.65
C 0.66 1.71 -0.73
H 0.00 -0.03 -1.77
C -2.65 3.41 1.16
C -0.45 0.86 -1.33
H 10.64 2.88 -4.03
H 2.67 6.00 -4.06
N 5.09 -2.79 -0.27
H -5.57 -5.07 1.25
H -10.79 -3.04 2.88
H -3.93 -4.89 1.85
C -1.56 0.41 -0.42
H -8.56 -7.58 3.68
N -7.99 -7.15 2.98
C 1.70 2.73 1.50
O 5.72 -7.92 2.23
H -5.18 5.23 0.53
N 3.26 6.24 5.70
H -2.39 4.47 1.19
H -6.87 5.56 0.33
C -3.33 0.84 1.23
H 3.64 -9.25 2.54
N 7.88 1.69 -3.65
N 2.55 5.02 -3.89
H 5.10 -2.26 -1.11
N 7.50 0.99 -5.81
H 3.20 6.26 -1.77
H 3.42 -1.96 -3.42
H 3.17 8.53 6.80
H 4.93 -2.32 0.60
C 2.37 7.22 5.38
H 4.87 0.92 -0.99
H 3.21 5.38 5.19
N -6.34 -8.75 3.26
H -4.63 -3.29 3.52
C 5.31 -4.14 -0.38
H -3.67 7.03 0.68
N -5.93 5.89 0.44
O 7.65 -0.52 -4.11
H -8.79 -2.70 -0.07
H -8.97 -2.19 -4.34
N -4.45 7.66 0.59
H 1.16 5.56 2.80
N 3.07 5.28 -1.65
H -4.23 3.64 2.61
C -3.67 -0.52 1.21
H 5.13 -1.67 -3.38
C 3.93 -0.47 -2.14
H 6.54 -8.24 -0.09
O 0.81 3.62 2.04
H -6.23 -3.12 2.79
H 7.90 2.65 -3.93
C -7.68 -2.10 -2.78
C 10.26 4.87 -3.95
H -10.75 -3.34 1.18
C 5.19 -8.62 1.38
N 4.20 -1.45 -3.06
H -7.32 -2.32 -4.83
H 10.22 6.87 -3.62
H 0.33 2.75 -0.67
N 5.03 0.19 -1.67
N 2.88 3.23 1.47
H 5.13 -4.42 1.69
N 10.72 6.03 -3.39
H 5.28 -9.31 -0.60
O 9.30 4.84 -4.70
H -5.78 -4.63 3.57
O -6.09 -7.08 1.75
N 5.70 -8.75 0.12
H 8.02 1.46 -2.68
C 2.72 4.43 -2.67
H 7.52 1.94 -6.13
N 10.96 3.74 -3.63
C 1.57 4.68 2.32
H -4.49 -0.87 1.83
C -5.75 7.25 0.45
H -4.28 8.64 0.61
C -9.06 -2.40 2.00
H 11.51 6.08 -2.78
C -2.99 -1.40 0.42
H -5.64 -2.24 -3.19
B -3.38 -2.92 0.39
N -8.43 -2.36 0.80
H -8.32 -6.32 2.53
O 5.51 -4.68 -1.45
H -0.89 1.42 -2.16
N 2.81 4.50 2.01
C -1.93 -0.90 -0.40
O -8.53 -1.98 -1.91
N 4.04 -9.33 1.62
C -6.76 -7.63 2.60
C -3.69 2.93 1.99
H 5.96 -0.01 -1.97
N -4.04 1.68 2.04
H 3.97 6.34 6.41
H -6.87 -9.21 3.97
N -1.96 2.64 0.37
H 1.54 1.70 -1.36
O 2.57 3.24 -2.48
O -4.65 -3.27 0.72
H -6.07 -2.08 -1.53
H 3.59 -9.90 0.94
H 2.29 4.42 -4.65
H -7.51 -1.95 0.80
O -6.67 8.03 0.34
H 1.84 9.11 5.88

93
Properties=species:S:1:pos:R:3 method="wB97M-V/def2-TZVPD" orbital_gap_ha=0.278 charge=0
H -0.70 -0.68 2.82
H 0.23 -0.62 -6.20
H 2.54 1.99 -1.70
H 2.49 0.05 -7.48
C 4.85 -1.52 -2.18
H -0.39 1.77 1.93
C -3.38 0.68 0.89
H -1.38 -0.74 -6.82
C -2.02 2.26 -8.36
H -4.28 -3.82 7.80
H -3.75 -1.66 5.04
H -2.79 -1.39 0.48
H -0.05 -1.18 7.74
H -0.72 -1.14 1.12
O 4.67 2.37 -4.30
H -2.73 2.06 -7.56
H -1.38 3.09 -8.05
H -4.51 -1.10 0.42
H -5.08 -1.92 9.11
C 2.87 -0.13 -2.15
C -1.87 1.99 4.10
N -3.12 -2.37 6.88
C 0.93 1.53 -7.72
H -0.74 1.19 -9.71
H -3.71 -1.20 1.98
C 6.76 -0.23 -0.96
C -2.07 -1.38 7.05
H 6.31 1.54 -2.15
H 1.21 1.16 -2.50
H -3.77 1.46 3.31
C -1.00 1.00 1.45
N 4.28 -0.19 -2.45
H 6.05 0.11 -0.22
H 4.36 -0.04 -3.44
H 7.62 0.51 -2.81
C 6.30 -1.51 -1.63
N -0.16 0.58 -7.83
H -4.34 1.17 1.10
C 2.29 1.25 -2.46
C -4.05 -2.25 9.26
O 2.87 0.14 1.33
H -2.67 -3.67 8.43
H 7.66 -0.48 -0.40
C -1.08 0.91 -5.46
H -1.89 0.18 -8.89
O 2.71 1.71 -3.73
H -1.89 3.04 3.80
H 1.23 1.82 -8.73
H 2.96 1.69 -7.02
N 3.78 2.65 -3.61
H -1.78 -1.01 6.07
H 4.22 -2.09 -1.50
H -1.09 0.37 -4.52
H -0.87 1.17 0.38
H -2.42 -0.51 7.63
C -0.60 -0.02 -6.59
H -5.75 -1.04 7.26
C -5.06 -0.75 6.48
C 7.15 0.89 -1.92
H -0.41 1.77 -5.33
H -0.44 -2.80 7.17
H 4.87 -2.08 -3.11
H -4.04 -2.86 10.17
H -1.01 -2.24 8.75
C -0.42 -0.37 1.82
H 6.97 -1.78 -2.44
H -4.85 -2.78 5.80
H 0.67 -0.32 1.78
H 7.89 1.52 -1.42
H -2.08 1.28 -5.64
C 3.19 0.25 0.15
N -2.39 1.27 1.78
C -3.60 -0.84 0.95
C -4.19 -1.93 6.01
C 2.15 0.96 -7.00
H -3.13 0.96 -0.13
C -0.83 -1.94 7.72
C -3.53 -3.08 8.08
O 2.56 -0.47 -0.81
H 2.31 -0.84 -2.76
C -2.74 1.14 3.18
H 6.36 -2.31 -0.90
H -2.69 0.09 3.53
H -3.43 -1.37 9.45
H -4.45 0.08 6.84
H 0.63 2.46 -7.20
H -2.24 1.92 5.12
H -2.59 2.60 -9.23
H 3.99 0.92 -0.18
H -0.83 1.66 4.10
H 1.94 0.75 -5.95
C -1.21 1.02 -8.74
H -5.65 -0.38 5.64